1.
C28H38AsNOS5Zr as an isolated structure, computed with ωB97M-V with the def2-TZVPD basis set.

Last column: Mulliken charge in e.
Element x y z (Å)
Zr1 -0.41392 0.20507 -0.51478  -0.184
As1 -2.42676 -1.40464 0.62425  1.444
S1 -1.66958 1.26117 -2.37678  -0.111
S2 -0.46280 -1.92812 -1.84434  -0.200
S3 1.94721 0.11030 -1.92027  0.174
S4 0.95898 -2.08127 1.28245  0.811
S5 -2.06908 1.87105 0.87857  -0.169
O1 0.76599 -0.52711 1.05755  -0.471
N1 0.70664 2.32604 -0.16260  0.545
C1 1.92765 -0.18644 -4.65945  -0.606
C2 3.70858 -1.46425 0.87936  -0.102
C3 2.67424 3.99274 0.86526  -0.607
C4 1.97316 1.90212 -2.19574  -0.940
C5 0.49933 3.01845 0.96631  0.566
C6 0.25931 -1.41465 -3.39506  0.633
C7 -3.26519 3.44750 -2.65754  -0.826
C8 1.47225 3.83777 1.52037  -1.045
C9 -2.61315 2.62254 -1.74063  0.978
C10 0.80588 -3.63714 3.51062  -0.062
C11 -4.10560 -0.80686 -0.16392  -1.129
C12 -2.60618 -3.30388 0.45017  -1.336
C13 -0.86160 2.99188 1.61331  -0.970
C14 4.67974 -1.84718 1.99292  -1.361
C15 -2.81439 2.87954 -0.38406  0.008
C16 -4.07172 4.48859 -2.23021  -0.612
C17 -4.26829 4.72482 -0.87497  -0.821
C18 0.33985 -1.58195 -5.79377  -0.731
C19 1.32877 -0.52781 -3.45587  0.298
C20 2.57549 -2.46614 0.62298  -1.068
C21 1.17743 -2.22686 3.05342  -0.782
C22 1.17728 -3.83177 4.97654  -1.416
C23 1.41880 -0.71037 -5.83879  -0.702
C24 -3.64934 3.90569 0.05225  -0.635
C25 1.85722 2.55417 -0.84983  0.430
C26 -2.68979 -1.14390 2.52934  -1.291
C27 2.85661 3.36317 -0.35962  -0.871
C28 -0.23426 -1.93940 -4.58184  -0.601
H1 2.78085 0.48001 -4.68382  0.426
H2 2.20316 -1.97310 3.30770  0.194
H3 -4.91259 5.52787 -0.54424  0.418
H4 -0.79394 2.76571 2.67751  0.567
H5 0.51660 -1.46547 3.47223  0.500
H6 -1.07196 -2.62353 -4.55475  0.485
H7 3.45024 4.62025 1.28359  0.478
H8 -2.53270 -2.09810 3.03107  0.413
H9 -0.26406 -3.79851 3.35893  0.162
H10 1.32036 -4.38257 2.89636  0.346
H11 -3.71023 -0.81147 2.70282  0.457
H12 -1.30510 3.98482 1.52557  0.577
H13 2.25829 -3.79245 5.11678  0.343
H14 -1.79589 -3.82274 0.95762  0.342
H15 -3.96765 0.06922 -0.79231  0.257
H16 5.53414 -1.17126 1.98926  0.401
H17 2.77813 -3.46109 1.03605  0.658
H18 4.26057 -1.40215 -0.05983  0.410
H19 0.82895 -4.79782 5.33684  0.407
H20 -4.48000 -1.61869 -0.78453  0.428
H21 -3.56167 -3.55280 0.90877  0.472
H22 1.26824 4.36298 2.44405  0.556
H23 1.10530 2.13863 -2.81225  0.394
H24 3.29415 -0.46668 1.04131  0.017
H25 2.88642 2.20559 -2.70011  0.643
H26 -0.05808 -1.99406 -6.71131  0.405
H27 0.72763 -3.05971 5.60326  0.344
H28 -3.82194 4.05642 1.11137  0.548
H29 2.36582 -2.60130 -0.43996  0.435
H30 5.06537 -2.85742 1.84846  0.360
H31 -4.56281 5.11446 -2.96347  0.412
H32 -4.82041 -0.59341 0.62786  0.400
H33 4.24190 -1.79422 2.98867  0.320
H34 -2.00333 -0.40772 2.94188  0.284
H35 3.76081 3.50972 -0.93411  0.488
H36 -2.60681 -3.57484 -0.60242  0.456
H37 -3.13497 3.25831 -3.71471  0.526
H38 1.86846 -0.44574 -6.78578  0.431

Cartesian forces, eV/Å:
Zr 0.1 0.1 -0.8
As -0.2 0.5 -0.3
S -0.3 0.1 0.1
S 0.1 0.3 -0.1
S -0.3 0.0 0.2
S -0.3 0.4 0.2
S -0.1 -0.2 0.0
O 0.4 -0.6 0.5
N 0.3 -0.2 0.1
C 0.0 0.0 -0.1
C 0.0 0.0 -0.1
C 0.1 0.0 0.0
C 0.0 0.0 0.0
C -0.1 0.0 -0.1
C -0.1 -0.2 0.1
C 0.0 0.0 0.0
C 0.0 0.1 0.0
C 0.1 0.0 -0.1
C 0.0 0.0 0.0
C 0.0 -0.1 0.0
C 0.0 -0.2 0.0
C 0.1 0.0 0.1
C 0.0 0.0 0.0
C 0.0 0.0 0.0
C 0.0 0.0 0.0
C 0.0 0.0 0.0
C 0.0 0.0 0.0
C 0.1 0.0 0.0
C 0.1 0.0 -0.1
C 0.1 0.0 0.0
C 0.0 0.0 0.0
C 0.0 0.0 0.0
C 0.0 0.0 -0.1
C -0.2 0.0 0.0
C 0.0 -0.1 0.2
C 0.0 0.1 0.0
C 0.0 0.0 -0.1
H 0.0 0.0 0.0
H 0.0 0.1 0.0
H 0.0 0.0 0.0
H 0.0 -0.1 0.0
H 0.0 -0.1 0.0
H 0.0 0.0 0.0
H 0.0 0.0 0.0
H 0.0 0.0 0.1
H 0.0 0.0 0.0
H 0.0 0.0 0.0
H 0.0 0.0 0.1
H 0.0 0.0 0.1
H 0.0 0.0 0.0
H 0.0 0.0 0.0
H 0.0 0.0 0.0
H 0.0 0.0 0.0
H 0.0 0.0 0.0
H 0.0 0.0 0.0
H 0.0 0.0 0.0
H 0.0 0.0 0.0
H 0.0 -0.2 0.0
H 0.0 0.0 0.0
H 0.0 0.1 0.0
H 0.0 0.0 0.0
H 0.0 0.0 0.0
H 0.0 0.0 0.0
H 0.0 0.0 0.0
H 0.0 0.0 0.0
H 0.1 0.0 0.0
H 0.0 0.0 0.0
H 0.0 0.0 0.0
H -0.1 0.0 0.0
H -0.1 0.0 0.0
H 0.0 0.0 0.0
H 0.0 0.0 0.0
H 0.0 0.0 0.0
H 0.0 0.0 0.0
H 0.0 0.0 0.0

2S+1: 1
Total charge: +2
Kohn-Sham gap (eV): 7.202
Molar mass (g/mol): 731.10
HOMO level (eV): -13.047
Relative energy (zero: lowest compared OMol25 entry of this formula, charge and spin) (kcal/mol): 18.1

2.
C17H14AuN5S as an isolated structure, computed with ωB97M-V with the def2-TZVPD basis set.

Last column: natural (NBO) charge in e.
Element x y z (Å)
Au1 0.75488 -1.77621 -2.10789  0.500
S1 -0.75715 -3.46736 -1.91835  -0.335
N1 1.08214 0.07721 -0.70413  -0.506
N2 -0.00825 4.38187 1.75276  -0.431
N3 -1.04595 2.89077 3.04888  -0.545
N4 0.86653 -5.34362 -2.92802  -0.487
N5 -1.08651 -4.83367 -4.17524  -0.477
C1 2.46964 -7.03460 -3.55581  -0.647
C2 -1.98153 4.50287 4.77014  -0.262
C3 0.07775 0.70152 1.36831  -0.235
C4 -0.28295 3.12047 1.93446  0.353
C5 -0.62391 5.03890 2.80383  0.061
C6 0.41783 -6.51349 -4.93888  -0.334
C7 -0.26214 -4.66283 -3.14285  0.279
C8 0.18956 2.04895 1.04961  -0.027
C9 0.52999 -0.24522 0.46784  0.056
C10 1.20610 -6.27115 -3.81875  0.263
C11 -0.73084 -5.75848 -5.06200  0.084
C12 1.21781 1.37522 -0.99565  0.052
C13 -1.99221 5.85127 5.06121  -0.200
C14 -1.33475 6.78798 4.24409  -0.225
C15 -1.28540 4.12001 3.62743  0.172
C16 0.78938 2.38559 -0.16033  -0.210
C17 -0.64831 6.39933 3.11393  -0.188
H1 2.61616 -7.14267 -2.48333  0.236
H2 -1.41716 2.00846 3.35040  0.419
H3 -1.40071 -5.89442 -5.90497  0.192
H4 -2.51633 6.19791 5.94193  0.217
H5 -1.37151 7.83494 4.51368  0.217
H6 2.44329 -8.01842 -4.02282  0.213
H7 -0.34446 0.36293 2.30469  0.216
H8 0.91163 3.42400 -0.43087  0.254
H9 1.69166 1.60754 -1.94007  0.209
H10 -2.48765 3.78453 5.40130  0.218
H11 0.44367 -1.30200 0.68449  0.225
H12 3.32596 -6.49024 -3.95918  0.229
H13 0.68608 -7.26296 -5.67032  0.218
H14 -0.14234 7.11507 2.48045  0.227

Cartesian forces, eV/Å:
Au -0.2 0.4 0.9
S 0.1 -0.2 -0.5
N 0.1 -0.2 -0.4
N 0.0 0.0 0.0
N 0.0 0.0 0.0
N 0.0 0.0 0.0
N 0.0 0.0 0.0
C 0.0 0.0 0.0
C 0.0 0.0 0.0
C 0.0 0.0 0.0
C 0.1 0.0 0.0
C 0.0 0.0 0.0
C 0.0 0.0 0.0
C 0.0 0.1 0.1
C 0.0 0.1 0.0
C 0.0 0.0 0.1
C 0.0 0.0 0.0
C 0.0 0.0 0.0
C 0.1 0.0 -0.1
C 0.0 0.0 0.0
C 0.0 0.0 0.0
C 0.0 0.0 0.0
C 0.0 0.0 0.0
C 0.0 0.0 0.0
H 0.0 0.0 0.0
H 0.0 0.0 0.0
H 0.0 0.0 0.0
H 0.0 0.0 0.0
H 0.0 0.0 0.0
H 0.0 0.0 0.0
H 0.0 0.0 0.0
H 0.0 0.0 0.0
H 0.0 0.0 0.0
H 0.0 0.0 0.0
H 0.0 0.0 0.0
H 0.0 0.0 0.0
H 0.0 0.0 0.0
H 0.0 0.0 0.0

2S+1: 1
Kohn-Sham gap (eV): 7.086
Molar mass (g/mol): 517.37
HOMO level (eV): -7.717

3.
A 15-piece molecular cluster, C13H44BNO22 overall in a non-equilibrium geometry, computed with ωB97M-V with the def2-TZVPD basis set.

Last column: Mulliken charge in e.
Element x y z (Å)
O1 -1.17718 -2.64274 2.31847  -0.642
O2 1.53723 0.02005 6.11796  -0.660
O3 -0.84188 2.37400 2.90378  -0.797
O4 0.66612 -0.48386 3.11321  -0.205
O5 0.95794 -1.08294 -1.30577  -0.562
O6 0.23751 -2.59749 5.04707  -0.598
O7 0.22674 -2.15352 -5.32691  -0.623
O8 3.82733 0.35565 3.54122  -0.619
O9 1.22956 2.54977 0.75852  -0.768
O10 4.31874 -5.66786 -2.69092  -0.592
O11 4.43631 0.81013 -2.82799  -0.640
O12 2.03735 -0.87583 -3.25742  -0.795
O13 -1.62631 -3.83719 -1.75029  -0.709
O14 3.84616 -2.87187 -1.94897  -0.626
O15 -1.14937 1.30155 5.39537  -0.639
O16 -0.06184 -2.45441 0.37006  0.678
O17 1.55005 -0.91036 1.07797  -0.345
O18 0.95798 -5.27404 1.74378  -0.688
O19 5.83760 -1.95259 0.13118  -0.683
O20 2.32267 -2.69070 -0.31990  -1.052
O21 7.04667 -5.15668 -1.36972  -0.642
O22 -1.34797 3.30890 0.24580  -0.962
N1 -2.55564 2.76109 -0.23398  0.719
C1 2.84718 -2.39413 -1.49450  0.138
C2 -1.38591 1.88160 -2.29808  -1.946
C3 -1.73917 0.51833 -0.22414  -1.617
C4 -4.58617 2.17231 -2.20372  -0.622
C5 -4.74809 3.24169 -1.13924  -1.295
C6 1.90794 -1.35444 -2.16419  0.925
C7 -3.68097 1.10187 -1.61185  -1.377
C8 -3.68701 4.76627 0.47275  -2.143
C9 -3.40652 3.83141 -0.69399  1.419
C10 -2.31975 1.60943 -1.09690  2.117
C11 -0.32689 -2.14578 1.65196  0.053
C12 -2.80713 4.68465 -1.83673  -1.748
C13 0.68687 -1.05672 2.07259  0.456
B1 1.17484 -1.79018 -0.01671  1.392
H1 3.46581 -5.79425 -2.26479  0.306
H2 -4.19522 0.65308 -0.74860  0.451
H3 -0.72252 2.72075 -2.09017  0.432
H4 3.00351 -0.12146 3.69772  0.329
H5 -1.95478 2.11566 -3.20050  0.319
H6 4.16838 -4.94061 -3.30335  0.303
H7 0.36337 2.99644 0.65041  0.509
H8 -4.12638 2.58592 -3.10710  0.315
H9 -3.52502 5.45779 -2.13718  0.433
H10 6.29470 -4.56014 -1.47285  0.350
H11 5.02652 -2.01431 -0.38764  0.340
H12 -1.87581 5.09218 -1.44105  0.352
H13 -0.46994 -1.98461 4.82215  0.267
H14 0.98203 -0.16738 5.35230  0.351
H15 0.07510 -1.71484 -6.16771  0.283
H16 -0.78287 0.98894 -2.48697  0.332
H17 -2.73764 5.17128 0.82527  0.394
H18 4.30877 0.28265 4.36926  0.268
H19 -1.06361 -3.65080 -0.98782  0.333
H20 -5.28312 2.81476 -0.28184  0.329
H21 -5.53400 1.71087 -2.49397  0.398
H22 -2.60573 4.13705 -2.75649  0.361
H23 -1.79580 0.59924 5.29228  0.266
H24 0.08165 2.34004 2.61704  0.371
H25 -5.40770 4.06504 -1.45918  0.422
H26 4.52990 1.64939 -2.36789  0.308
H27 -0.08369 -3.44777 4.73203  0.302
H28 1.05518 -1.77881 -4.99861  0.326
H29 -0.76249 0.84711 0.13287  -0.434
H30 0.74725 -4.43520 1.31638  0.320
H31 -3.52154 0.24706 -2.28305  0.392
H32 -1.33278 2.43999 2.05539  0.307
H33 6.86178 -5.61961 -0.54917  0.290
H34 -4.10975 4.18541 1.29660  0.429
H35 5.55972 -2.16480 1.02707  0.301
H36 -1.73624 -0.49981 -0.61163  0.476
H37 -1.50815 -3.07051 -2.32060  0.320
H38 1.13979 1.75265 0.22913  0.222
H39 1.15009 0.82657 6.46994  0.300
H40 -2.36737 0.48868 0.67614  0.534
H41 -1.00307 1.63717 4.47502  0.478
H42 3.49555 0.60528 -2.76877  0.309
H43 0.36739 -5.90192 1.31807  0.279
H44 -4.37628 5.56045 0.18204  0.422

Cartesian forces, eV/Å:
O -0.2 0.0 0.1
O 0.3 0.0 0.2
O 0.0 -0.2 0.1
O 0.2 0.3 0.4
O -0.1 0.2 0.1
O 0.0 -0.3 0.3
O 0.1 -0.1 -0.1
O 0.2 -0.1 -0.1
O 0.3 0.2 0.3
O -0.1 -0.3 -0.2
O 0.0 0.1 0.0
O 0.1 -0.1 -0.2
O 0.1 -0.1 0.0
O 0.1 0.1 -0.2
O 0.1 0.0 -0.1
O 0.2 -0.6 0.5
O -0.3 0.2 0.2
O 0.0 0.0 0.0
O 0.0 -0.1 0.1
O -0.2 -0.1 0.1
O 0.2 0.0 0.0
O 0.1 -0.2 0.1
N 0.2 -0.1 1.0
C -0.5 -0.2 0.1
C 0.1 -0.2 0.0
C -0.2 0.2 1.4
C 0.4 -0.2 0.1
C -0.7 0.3 -0.2
C 0.0 0.0 0.3
C -0.1 -0.7 0.4
C 0.4 -0.2 0.4
C -0.6 0.0 -0.8
C -0.5 0.1 -1.0
C 0.0 0.2 -0.3
C -0.2 0.0 0.0
C -0.2 -0.1 -0.2
B 0.5 0.3 -0.9
H 0.0 0.1 0.1
H 0.0 0.2 0.0
H 0.1 -0.1 0.2
H -0.1 0.2 0.0
H 0.0 -0.1 -0.1
H 0.0 0.2 0.1
H -0.3 -0.2 -0.5
H -0.1 0.0 0.0
H 0.2 0.2 0.3
H 0.0 0.0 0.0
H 0.2 -0.1 -0.1
H 0.0 0.2 -0.3
H 0.1 0.1 -0.2
H 0.0 0.0 0.0
H 0.0 0.1 0.0
H 0.0 0.1 -0.2
H -0.1 0.1 0.0
H -0.1 0.0 0.1
H -0.1 0.2 0.0
H 0.3 -0.1 0.1
H -0.1 0.2 0.0
H 0.1 -0.2 0.2
H 0.0 0.0 0.0
H 0.0 0.0 -0.1
H 0.2 -0.1 -0.2
H 0.0 0.0 0.1
H 0.0 0.0 -0.1
H -0.1 0.1 0.2
H 0.1 -0.3 -0.2
H 0.1 -0.1 0.0
H 0.1 0.3 -0.2
H 0.2 0.5 -0.2
H -0.1 0.0 0.0
H -0.1 0.1 0.0
H 0.0 0.1 0.0
H 0.2 0.2 -0.5
H 0.0 0.0 0.0
H 0.0 0.0 0.0
H -0.2 0.0 -0.1
H 0.0 0.0 0.0
H -0.2 0.0 0.2
H 0.0 -0.1 -0.2
H 0.0 0.0 0.0
H 0.0 0.1 0.0

2S+1: 1
Total charge: -2
Kohn-Sham gap (eV): 5.299
Molar mass (g/mol): 577.29
HOMO level (eV): -1.305
Relative energy (zero: lowest compared OMol25 entry of this formula, charge and spin) (kcal/mol): 0.0